Formula: C4H7NO2
Source: the Open Molecules 2025 dataset
Level of theory: ωB97M-V/def2-TZVPD

Last columns: bonded neighbours and bond lengths (Å).
Positions of all 14 atoms, in Å:
1 N 1.052 0.096 -0.675  O2 1.357, C3 1.278
2 O 2.343 -0.169 -0.355  N1 1.357, H7 0.967
3 C 0.212 0.198 0.283  N1 1.278, C8 1.517, C9 1.506
4 H 1.006 0.192 2.329  C9 1.087
5 O -2.189 -0.805 -0.326  C8 1.470, C11 1.407
6 H 0.859 1.764 1.528  C9 1.100
7 H 2.784 -0.159 -1.216  O2 0.967
8 C -1.107 0.180 -0.466  C3 1.517, O5 1.470, H10 1.075, C11 1.474
9 C 0.383 0.781 1.661  C3 1.506, H4 1.087, H6 1.100, H12 1.095
10 H -1.532 1.167 -0.513  C8 1.075
11 C -1.193 -1.036 -1.293  O5 1.407, C8 1.474, H13 1.099, H14 1.199
12 H -0.593 0.945 2.130  C9 1.095
13 H -1.705 -1.343 -2.216  C11 1.099
14 H -0.274 -1.680 -0.872  C11 1.199

Summary:
SMILES   C/C(=N\O)[C@H]1CO1
Total energy   -9841.78453 eV
Strongest force on any atom   0.0593 hartree/bohr
Relative energy (zero: lowest compared OMol25 entry of this formula, charge and spin)   126.7 kcal per mole
Lowest unoccupied orbital energy   0.7 eV
Orbital gap   9.80 eV

=====

Formula: C4H4N2
Source: the Open Molecules 2025 dataset
Level of theory: ωB97M-V/def2-TZVPD

Last columns: bonded neighbours and bond lengths (Å).
Positions of all 10 atoms, in Å:
1 H -1.621 0.276 -1.682  C2 1.073
2 C -1.760 -0.625 -1.115  H1 1.073, N3 1.285
3 N -0.936 -0.711 -0.133  C2 1.285, C5 1.483, C6 1.414
4 H -0.890 1.269 0.608  C5 1.153
5 C -0.131 0.462 0.286  N3 1.483, H4 1.153, H9 1.128, H10 1.071
6 C -0.832 -1.943 0.553  N3 1.414, N8 1.330
7 C -2.851 -2.707 -0.422  N8 1.219
8 N -1.961 -2.631 0.407  C6 1.330, C7 1.219
9 H 0.375 1.035 -0.544  C5 1.128
10 H 0.525 0.277 1.113  C5 1.071

Summary:
Total energy   -7185.46310 eV
Strongest force on any atom   0.0532 hartree/bohr
Relative energy (zero: lowest compared OMol25 entry of this formula, charge and spin)   166.6 kcal per mole
Lowest unoccupied orbital energy   -1.4 eV
Orbital gap   7.71 eV